(1)
This record from the OMol25 dataset describes one molecule with the formula C5H8O2S at a distorted geometry. The level of theory is ωB97M-V with the def2-TZVPD basis set.

```
! wB97M-V def2-TZVPD RIJCOSX def2/J DEFGRID3
* xyz 0 1
S -1.6920 0.9121 -0.7618
C 1.0220 1.4683 0.5550
C 0.0571 0.6232 -0.1907
C -2.3494 -0.5030 0.0361
C 0.8052 -0.4440 -0.9083
O 2.1805 -0.4847 -0.6457
H 0.5495 1.5423 1.6549
C -0.0259 -0.7508 0.3074
H 0.9194 2.4830 0.0885
H 2.6138 -1.3920 -0.7432
O -1.2104 -1.3786 0.1825
H 2.0512 0.9737 0.4901
H -2.6981 -0.2898 1.0163
H -3.1631 -1.0348 -0.5550
H 0.4998 -0.8382 -1.8521
H 0.4403 -0.8868 1.3259
*
```

The value obtained for the energy above the lowest of the compared OMol25 structures with the same formula, charge and spin is 68.4 kcal per mole. Its SMILES is C[C@]12SCO[C@H]1[C@@H]2O. The largest force on an atom comes out at 3.4 eV Å⁻¹. The molar mass is 132.18 g/mol.

***

(2)
This record from the OMol25 dataset describes C26H36N10PSiTl as an isolated structure at a distorted geometry. The level of theory is ωB97M-V with the def2-TZVPD basis set.

```
! wB97M-V def2-TZVPD RIJCOSX def2/J DEFGRID3
* xyz 2 1
H -4.5712 -3.4389 -0.9526
H 1.5120 -4.4415 2.0407
C 1.8062 0.0850 -3.2876
C 2.2781 -1.6055 0.7559
H 0.2817 3.2175 1.3992
N 3.3053 2.1010 1.6719
C 1.5257 -3.5117 1.5088
C 0.5961 -2.9478 0.6771
H -1.7370 -1.4901 4.7181
C -2.2175 2.4904 0.3739
H -4.1496 -3.4631 -2.6433
H 3.9254 -1.9417 2.9715
N -2.1482 -0.9937 -0.4037
C 0.1994 0.0356 3.5033
Tl -0.2140 0.1637 -0.4118
N -1.5705 2.1402 -0.7480
H 4.6468 -2.9670 1.7196
N 1.6868 0.0581 -1.9385
C 3.7662 -2.8197 2.3455
H 4.8562 2.7672 2.8839
H -2.6595 -1.5644 -4.0111
H -2.9042 0.1170 -3.6282
H -3.6348 3.7479 1.3403
H 2.6743 3.9533 2.5127
N -1.1840 2.4051 -3.0035
H -4.2321 4.9207 -0.7874
N -1.1686 -0.5076 1.5834
H 5.3312 2.3975 1.2225
H -4.8237 0.7382 -1.7059
C 5.2320 -0.3361 -2.3321
H -3.0725 4.2453 -2.8801
H 1.0954 -0.2473 2.9505
H 4.9845 1.0761 2.3534
C -2.1730 -1.1258 0.9186
H -5.7984 -0.7048 -1.7629
C 3.1228 -0.0707 -3.6240
N 3.8061 -0.1934 -2.4624
C -2.8520 3.7672 -1.9387
C -2.5036 -0.8152 -3.2425
H -1.4277 -0.7071 -3.1055
H 3.5985 -0.1054 -4.5826
Si -3.3730 -1.3307 -1.6236
C 4.6934 2.0832 2.0523
H -2.9343 -3.8242 -1.4350
P 3.4869 -0.3215 0.2824
H 0.9645 0.1889 -3.9433
C 2.4113 3.0779 1.9585
C 1.2225 2.7069 1.3924
C -1.8734 -1.3926 3.6536
H 5.6974 -0.2087 -3.3071
H -1.9420 1.9462 1.2670
C 2.6558 1.1650 0.9446
N 1.0757 -1.7716 0.2160
H 3.6493 -3.6876 2.9891
C -3.4871 4.1393 -0.7817
C 2.9141 -0.1231 -1.4499
H 0.0999 1.1197 3.4452
H 5.6240 0.4240 -1.6547
C -1.8739 2.7506 -1.9006
N 2.5802 -2.6589 1.5503
H -3.6270 -2.6258 3.5778
C -3.1623 3.4834 0.4101
H -5.1313 -0.1716 -0.2363
H 0.3192 -0.2513 4.5437
C -3.1062 -1.8917 1.6511
N 1.3853 1.5160 0.7685
H -3.9040 -2.3866 1.1259
H -1.4443 2.7849 -3.8973
C -0.9933 -0.6417 2.9036
H -0.3653 -3.3147 0.3755
H 5.4895 -1.3236 -1.9464
H -0.5952 1.5880 -2.9785
C -3.7857 -3.1888 -1.6582
C -2.9389 -2.0215 3.0060
C -4.9212 -0.2648 -1.2984
*
```

The largest force on an atom comes out at 1.3 eV Å⁻¹. The calculation puts the total energy at -2362.8640 a.u. The molar mass is 752.09 g/mol.

***

(3)
This record from the OMol25 dataset describes one molecule with the formula C4H10N2O at a distorted geometry. The level of theory is ωB97M-V with the def2-TZVPD basis set.

```
! wB97M-V def2-TZVPD RIJCOSX def2/J DEFGRID3
* xyz 0 1
H 0.4313 -1.4768 -0.3215
H -1.0896 -1.5941 1.5894
N 0.7398 1.0426 -1.0606
H -0.3696 -0.2832 -2.3302
O -1.6551 0.9267 -1.4063
H -1.9209 -0.1146 1.1013
C -0.4359 0.2470 -1.3753
H 2.4955 -0.3545 0.2506
H 1.7486 -0.4523 1.8658
H -2.0791 -1.5845 0.1229
H 2.3945 1.1024 1.2732
C 1.8843 0.1838 0.9887
N 0.5912 0.5135 0.4537
C -0.1845 -0.5998 -0.0876
C -1.3991 -0.9957 0.7356
H -1.7599 1.3994 -0.5697
H 0.6087 2.0400 -1.2301
*
```

The value obtained for the energy above the lowest of the compared OMol25 structures with the same formula, charge and spin is 73.0 kcal per mole. Its SMILES is C[C@H]1[C@@H](O)NN1C. The largest force on an atom comes out at 2.7 eV Å⁻¹. The molar mass is 102.14 g/mol.